The following is a quantum chemistry calculation of C4H13BrMgNO2 as an isolated structure, from OMol25.

Last column: Löwdin charge in e.
Positions of all 22 atoms, in Å:
Mg (4.07164, -6.44089, -1.86683)  1.192
Br (2.91823, -3.61667, -0.60347)  -0.186
O (5.51871, 0.24061, -1.33822)  -0.051
H (4.84160, 0.91160, -1.42495)  0.033
H (5.04166, -0.55093, -1.08898)  0.006
C (-0.77234, 1.05087, -1.44432)  -0.054
C (-0.47337, 1.28037, 0.09682)  -0.381
C (-1.26730, 0.40803, 1.12550)  -0.181
O (-2.64355, 0.67961, 0.83475)  -0.189
C (-3.57405, -0.15430, 1.47689)  -0.127
N (0.99095, 1.08260, 0.15231)  0.014
H (-1.85163, 0.99071, -1.58437)  0.064
H (-0.42001, 0.07034, -1.76448)  0.063
H (-0.38769, 1.82878, -2.10385)  0.075
H (-0.72015, 2.32139, 0.30537)  0.133
H (-0.99711, 0.61976, 2.16004)  0.120
H (-1.06919, -0.65631, 0.99892)  0.114
H (-3.42081, -0.30899, 2.54492)  0.082
H (-3.61577, -1.17413, 1.09438)  0.081
H (-4.58772, 0.24040, 1.40767)  0.089
H (1.28388, 1.06288, 1.11870)  0.059
H (1.13396, 0.11431, -0.09682)  0.045

- Charge: +1
- Relative energy (zero: lowest compared OMol25 entry of this formula, charge and spin): 5.2707 eV
- Total energy: -85420.685 eV
- LUMO energy: -9.01 eV
- Orbital gap: 0.084 Eh

***

The following is a quantum chemistry calculation of a 2-piece molecular cluster, C17H26N4O5 overall, from OMol25.

Last column: Löwdin charge in e.
Positions of all 52 atoms, in Å:
O (-0.16464, -2.47097, 2.64109)  0.065
O (-2.73339, 1.40796, 0.11233)  0.042
O (2.57957, 1.61220, 6.58659)  0.083
O (1.64791, 1.09363, 2.38875)  0.091
O (-2.44208, 1.02679, -4.22858)  0.062
C (1.05122, -2.57264, 2.63287)  -0.482
C (-2.57082, 1.88808, -1.00371)  -0.489
C (2.03693, 1.04783, 5.65657)  -0.450
C (1.43913, 0.80848, 3.55650)  -0.382
C (-1.86335, 2.10290, -4.15369)  -0.478
C (1.74153, -3.52364, 1.76959)  0.011
C (1.25667, -4.75083, 1.34070)  -0.279
N (1.71247, 1.72508, 4.52287)  0.197
N (-1.88587, 2.98786, -5.15891)  0.019
N (1.80398, -1.70704, 3.39938)  0.106
N (-1.38508, 1.84792, -1.64716)  -0.001
C (-3.75423, 2.59552, -1.64561)  0.013
C (2.11059, -5.60084, 0.43748)  -0.066
C (-0.08479, -5.30814, 1.75535)  -0.050
C (-2.60782, 2.78551, -6.41467)  -0.055
C (1.85270, -0.45390, 5.54062)  -0.011
C (-0.16778, 1.34901, -1.01725)  -0.127
C (1.21694, -0.58820, 4.15294)  -0.185
C (0.98012, 2.07325, -1.71672)  -0.154
C (0.44323, 2.22136, -3.13773)  -0.128
C (-1.04566, 2.50805, -2.91522)  -0.207
H (2.73738, -3.23268, 1.45964)  0.099
H (2.21475, 2.56966, 4.28631)  0.180
H (-1.37755, 3.84941, -5.04010)  0.134
H (2.80178, -1.70006, 3.21245)  0.145
H (-4.55666, 2.66559, -0.91249)  0.084
H (-3.46742, 3.59534, -1.96010)  0.076
H (-4.10549, 2.01292, -2.49474)  0.078
H (3.05114, -5.10122, 0.18622)  0.075
H (1.57456, -5.81053, -0.49286)  0.088
H (2.34549, -6.55015, 0.92798)  0.085
H (-0.85693, -4.98502, 1.05076)  0.097
H (-0.36597, -4.97922, 2.75951)  0.079
H (-0.05615, -6.40159, 1.76341)  0.077
H (-2.17785, 3.40505, -7.20280)  0.082
H (-2.54760, 1.73643, -6.71509)  0.087
H (-3.65885, 3.04703, -6.28033)  0.085
H (1.19652, -0.83484, 6.32680)  0.135
H (2.82179, -0.95524, 5.60102)  0.136
H (-0.15150, 1.56350, 0.05280)  0.117
H (-0.09012, 0.27307, -1.18178)  0.133
H (0.13309, -0.71496, 4.26558)  0.165
H (1.90310, 1.49395, -1.68597)  0.115
H (1.12315, 3.05825, -1.26947)  0.116
H (0.56759, 1.27675, -3.67143)  0.129
H (0.93737, 3.03217, -3.67432)  0.116
H (-1.16312, 3.58120, -2.76536)  0.145

- Charge: 0
- Relative energy (zero: lowest compared OMol25 entry of this formula, charge and spin): 0.0000 eV
- Total energy: -34250.095 eV
- LUMO energy: 0.58 eV
- Orbital gap: 0.349 Eh
- SMILES: CC(C)=CC(=O)N[C@H]1CC(=O)NC1=O.CNC(=O)[C@@H]1CCCN1C(C)=O

***

The following is a quantum chemistry calculation of a 2-piece molecular cluster, C3H5IO overall, from OMol25.

Last column: Löwdin charge in e.
Positions of all 10 atoms, in Å:
C (0.04424, 1.28322, 0.66932)  -0.148
C (0.40942, 0.16290, -0.20040)  -0.925
C (-0.50399, -1.05969, -0.15127)  -0.068
O (0.00770, 1.33096, -0.76149)  -0.050
I (2.57955, -0.31338, -0.00589)  0.741
H (-1.01271, 1.44786, 1.01908)  0.144
H (0.75545, 1.83363, 1.06211)  0.036
H (-1.56426, -0.64539, -0.20392)  0.070
H (-0.09031, -1.91700, 0.40202)  0.020
H (-0.62510, -2.12312, -1.82956)  0.180

- Charge: 0
- Relative energy (zero: lowest compared OMol25 entry of this formula, charge and spin): 4.7640 eV
- Total energy: -13334.610 eV
- LUMO energy: -0.35 eV
- Orbital gap: 0.340 Eh

***

The following is a quantum chemistry calculation of a 10-piece molecular cluster, C48H90F18N4O20 overall, from OMol25.

Last column: Löwdin charge in e.
Positions of all 180 atoms, in Å:
C (2.46240, -0.72418, -4.11672)  -0.088
O (3.06445, -1.96432, -3.90920)  -0.198
C (2.87669, -2.55790, -2.67833)  -0.216
C (3.34580, -4.08229, -2.72241)  -0.163
N (2.51337, -4.94235, -1.89234)  -0.041
C (2.74384, -4.72015, -0.40001)  -0.169
C (2.24280, -5.95929, 0.28095)  -0.183
O (0.79465, -6.02535, 0.02603)  -0.231
C (0.25387, -7.30955, 0.28700)  -0.120
H (3.15332, 0.01166, -3.61308)  0.091
H (1.42290, -0.71136, -3.69347)  0.084
H (2.48062, -0.63657, -5.22366)  0.098
H (1.91572, -2.67381, -2.31920)  0.076
H (3.43598, -1.95732, -1.89623)  0.127
H (4.41468, -4.16998, -2.43878)  0.122
H (3.29494, -4.34224, -3.73416)  0.087
H (1.53950, -4.90130, -2.03209)  0.074
H (2.42670, -3.78346, -0.03709)  0.068
H (3.84102, -4.61391, -0.31784)  0.112
H (2.32364, -5.98126, 1.34865)  0.103
H (2.68075, -6.90816, -0.19340)  0.142
H (0.28398, -7.52083, 1.40181)  0.102
H (0.75338, -8.11291, -0.26038)  0.084
H (-0.75132, -7.24195, -0.02624)  0.064
C (0.14114, 4.15843, 4.53224)  -0.050
O (0.51409, 4.65327, 3.21939)  -0.235
C (-0.53348, 4.61796, 2.26849)  -0.186
C (0.03643, 5.02222, 0.84394)  -0.191
N (-1.01130, 5.01492, -0.11181)  -0.069
C (-0.79771, 5.80621, -1.30157)  -0.223
C (-1.92175, 5.55699, -2.22617)  -0.247
O (-1.61939, 6.24761, -3.42496)  -0.197
C (-2.36510, 5.80834, -4.57351)  -0.080
H (1.05529, 4.13202, 5.13836)  0.083
H (-0.22451, 3.13320, 4.41828)  0.077
H (-0.54993, 4.90769, 4.90905)  0.088
H (-1.32994, 5.31062, 2.61791)  0.133
H (-0.85395, 3.59239, 2.11173)  0.103
H (0.89016, 4.33282, 0.54506)  0.111
H (0.46021, 5.99744, 1.01422)  0.090
H (-1.82561, 5.43878, 0.27213)  0.102
H (0.10096, 5.47613, -1.86094)  0.122
H (-0.60930, 6.86305, -1.08195)  0.128
H (-2.95540, 5.81857, -1.85994)  0.141
H (-1.94101, 4.46632, -2.42744)  0.108
H (-3.41076, 6.18777, -4.57331)  0.093
H (-2.31530, 4.74579, -4.57761)  0.053
H (-1.78847, 6.23566, -5.37649)  0.084
C (0.45670, -1.70378, 0.41531)  -0.097
O (1.85321, -1.68296, 0.49528)  -0.236
C (2.41939, -0.41997, 0.84044)  -0.187
C (3.92071, -0.48738, 0.71519)  -0.216
N (4.34937, -1.68600, 1.37582)  -0.043
C (5.76812, -1.83518, 1.28599)  -0.210
C (6.19441, -3.09689, 2.11617)  -0.201
O (5.50189, -4.24750, 1.62170)  -0.205
C (5.74084, -5.36982, 2.43963)  -0.109
H (-0.01721, -1.44197, 1.40169)  0.101
H (0.10135, -2.69159, 0.05813)  0.107
H (0.26874, -1.00161, -0.36893)  0.072
H (2.24060, -0.37274, 1.96093)  0.138
H (1.94459, 0.44190, 0.31137)  0.124
H (4.29973, 0.41693, 1.21211)  0.123
H (4.18172, -0.43953, -0.34821)  0.108
H (3.88657, -2.55416, 1.15248)  0.090
H (6.28410, -0.99343, 1.77955)  0.121
H (6.19766, -1.83704, 0.26541)  0.118
H (5.97896, -2.79502, 3.12419)  0.101
H (7.30182, -3.27914, 2.13297)  0.129
H (5.31466, -6.21220, 1.97934)  0.062
H (5.21741, -5.26096, 3.42277)  0.093
H (6.80918, -5.58538, 2.49880)  0.090
C (3.91199, 2.53481, -2.32018)  -0.111
O (2.59516, 2.03058, -2.24947)  -0.229
C (1.60240, 2.89242, -1.63763)  -0.188
C (0.28199, 2.19166, -1.93726)  -0.178
N (0.03819, 2.26971, -3.40931)  -0.026
C (-0.96123, 1.30980, -3.90741)  -0.210
C (-1.11357, 1.38232, -5.39888)  -0.257
O (0.13503, 1.04861, -5.93755)  -0.215
C (0.23731, 0.96202, -7.37770)  -0.085
H (4.53931, 1.95115, -2.96774)  0.076
H (4.44273, 2.70603, -1.38656)  0.081
H (3.90785, 3.52681, -2.76157)  0.082
H (1.63742, 3.87301, -2.09656)  0.110
H (1.82448, 2.90469, -0.53544)  0.104
H (-0.59391, 2.67888, -1.45821)  0.111
H (0.33228, 1.15877, -1.55819)  0.102
H (0.89431, 1.93696, -3.84968)  0.087
H (-1.92516, 1.49933, -3.36959)  0.104
H (-0.58688, 0.24869, -3.78985)  0.105
H (-1.44755, 2.34469, -5.84864)  0.125
H (-1.89300, 0.65314, -5.72594)  0.118
H (-0.44506, 0.20779, -7.82099)  0.089
H (1.28672, 0.70191, -7.55508)  0.079
H (0.13429, 1.94526, -7.93982)  0.099
C (2.88140, -3.10866, 4.36063)  -0.029
C (1.98341, -2.92438, 5.62627)  -0.128
O (1.18948, -1.66511, 5.54230)  0.009
C (1.85518, -0.52817, 5.79555)  -0.427
O (3.02677, -0.35534, 5.86610)  0.195
C (0.85100, 0.54412, 5.89758)  -0.552
F (1.49650, 1.69035, 6.09033)  0.176
F (0.15732, 0.59894, 4.73589)  0.150
F (-0.01562, 0.29085, 6.89152)  0.177
H (3.32295, -4.11161, 4.43695)  0.082
H (3.56640, -2.29646, 4.43241)  0.056
H (2.25617, -2.97209, 3.53062)  0.046
H (2.58810, -2.89073, 6.53874)  0.128
H (1.17926, -3.61601, 5.68882)  0.100
C (-1.53751, -2.40826, -4.35758)  -0.043
C (-1.91123, -2.74243, -2.96032)  -0.183
O (-3.35991, -2.89415, -2.80228)  0.022
C (-3.85055, -3.64747, -1.82457)  -0.379
O (-3.25339, -4.06590, -0.87129)  0.142
C (-5.34199, -4.07359, -1.98731)  -0.552
F (-6.17811, -3.08745, -2.32192)  0.160
F (-5.42445, -4.96248, -2.95754)  0.183
F (-5.80910, -4.62789, -0.85946)  0.154
H (-1.90820, -3.12375, -5.05336)  0.080
H (-0.46644, -2.37208, -4.46319)  0.081
H (-1.96607, -1.46438, -4.61655)  0.053
H (-1.67646, -1.96517, -2.26633)  0.086
H (-1.40108, -3.67824, -2.47111)  0.163
C (-0.95471, -3.87362, 2.95232)  -0.015
C (-2.13291, -3.19361, 2.17853)  -0.142
O (-2.17003, -1.74992, 2.30138)  -0.002
C (-2.28452, -0.98091, 1.20377)  -0.377
O (-2.36465, -1.34110, 0.04871)  0.132
C (-2.54169, 0.50156, 1.68066)  -0.495
F (-3.08917, 1.13592, 0.56265)  0.104
F (-3.44598, 0.58228, 2.62680)  0.193
F (-1.41282, 1.09373, 2.08193)  0.164
H (-0.86000, -3.39037, 3.92417)  0.060
H (0.01549, -3.78379, 2.50255)  0.052
H (-1.13874, -4.92413, 3.16341)  0.085
H (-3.08734, -3.45833, 2.51409)  0.080
H (-2.00697, -3.51731, 1.12805)  0.110
C (-6.12419, -1.93678, 1.99918)  -0.053
C (-5.76725, -3.01127, 3.01243)  -0.168
O (-4.79495, -2.32133, 3.90995)  -0.023
C (-4.36362, -3.09803, 4.91145)  -0.403
O (-4.62948, -4.18628, 5.24919)  0.188
C (-3.34366, -2.11563, 5.79649)  -0.510
F (-4.04715, -1.62052, 6.83332)  0.146
F (-2.28071, -2.72135, 6.34477)  0.147
F (-2.90556, -1.12277, 5.04019)  0.160
H (-6.84396, -2.33774, 1.23540)  0.098
H (-5.24653, -1.63264, 1.43730)  0.060
H (-6.44493, -1.02411, 2.56840)  0.102
H (-5.24573, -3.86960, 2.54956)  0.123
H (-6.59123, -3.41546, 3.67839)  0.147
C (-5.70802, 3.82388, -5.78382)  -0.093
C (-6.26943, 3.45994, -4.40301)  -0.201
O (-6.06146, 2.04436, -4.10769)  0.022
C (-4.89925, 1.79490, -3.48055)  -0.347
O (-4.01686, 2.58253, -3.21118)  0.129
C (-4.82292, 0.26725, -3.13136)  -0.560
F (-5.76614, 0.00279, -2.20818)  0.161
F (-5.05590, -0.48214, -4.20306)  0.177
F (-3.65314, -0.07321, -2.65336)  0.185
H (-6.28506, 4.78760, -6.08154)  0.104
H (-5.91332, 3.02886, -6.59270)  0.097
H (-4.56462, 3.90302, -5.86233)  0.081
H (-7.37130, 3.64235, -4.48875)  0.132
H (-5.77364, 4.11182, -3.62875)  0.132
C (2.15291, 7.85604, 2.58450)  -0.076
C (3.33049, 7.13419, 3.28765)  -0.194
O (3.49208, 5.86854, 2.62383)  0.029
C (3.62823, 4.83712, 3.47172)  -0.379
O (3.98483, 4.84828, 4.63484)  0.155
C (3.61405, 3.51774, 2.70063)  -0.524
F (3.08738, 2.48406, 3.44905)  0.123
F (3.06197, 3.47632, 1.52835)  0.186
F (4.90855, 3.15900, 2.47925)  0.137
H (1.19939, 7.38032, 2.78712)  0.058
H (2.35668, 8.00988, 1.45609)  0.107
H (2.22587, 8.90834, 2.83107)  0.063
H (3.04331, 7.05200, 4.36216)  0.133
H (4.21583, 7.82585, 3.20029)  0.139

- Charge: 0
- Total energy: -147054.269 eV
- LUMO energy: 0.60 eV
- Orbital gap: 0.329 Eh
- SMILES: CCOC(=O)C(F)(F)F.CCOC(=O)C(F)(F)F.CCOC(=O)C(F)(F)F.CCOC(=O)C(F)(F)F.CCOC(=O)C(F)(F)F.CCOC(=O)C(F)(F)F.COCCNCCOC.COCCNCCOC.COCCNCCOC.COCCNCCOC

***

The following is a quantum chemistry calculation of C3H6O2S2 as an isolated structure, from OMol25.

Last column: Mulliken spin population.
Positions of all 13 atoms, in Å:
C (0.31329, -1.79224, 0.00572)  0.360
C (-0.04377, 0.85741, 0.18149)  0.021
C (-0.63746, -0.57233, -0.02025)  0.022
O (3.27224, -2.22685, -0.38372)  0.094
O (2.40255, -1.08799, -2.39965)  0.073
S (-0.02657, -3.07735, -0.86738)  1.209
S (2.33467, -1.25250, -0.95661)  0.179
H (1.00705, -1.74756, 0.88898)  0.030
H (-0.66359, 1.62753, 0.78374)  0.004
H (0.10859, 1.22220, -0.83404)  -0.001
H (1.02169, 0.79109, 0.76235)  -0.004
H (-1.21222, -0.56843, -1.01885)  -0.011
H (-1.35680, -0.75367, 0.79155)  0.024

- Charge: 0
- Relative energy (zero: lowest compared OMol25 entry of this formula, charge and spin): 0.2726 eV
- Total energy: -28969.622 eV
- LUMO energy (spin up / spin down): 0.31 / -3.17 eV
- Orbital gap (spin up / spin down): 0.293 / 0.255 Eh
- Multiplicity: 3